1.
ORCA calculation (wB97M-V/def2-TZVPD) on a molecular structure, C37H37AuN3PS at a distorted geometry.

Last column: Löwdin spin population.
Cartesian coordinates (Å):
1 Au 0.4262 -0.4285 0.0424  0.08
2 C -3.4504 2.2803 -4.9038  0.00
3 C -2.0971 2.0447 -5.0824  0.00
4 C -1.3049 1.6428 -4.0200  0.00
5 C -1.8642 1.4902 -2.7582  0.04
6 C -3.2335 1.7049 -2.5933  0.02
7 C -4.0211 2.1038 -3.6539  0.00
8 P -1.0884 0.8172 -1.2361  0.43
9 C -0.3908 2.6359 -0.6154  0.14
10 C -1.4972 3.4651 -0.0882  0.01
11 C -1.2958 4.4660 0.7577  0.00
12 C 0.0740 4.8676 1.1819  0.00
13 C 1.9633 4.3852 0.1564  0.00
14 C 1.7155 3.1923 -0.7826  0.00
15 C -1.6273 -0.9417 -1.6337  0.11
16 C -2.5645 -1.5264 -2.4715  0.03
17 C -2.5391 -2.9022 -2.6402  0.01
18 C -1.5924 -3.6733 -1.9864  0.03
19 C -0.6475 -3.0846 -1.1530  0.00
20 C -0.6724 -1.7243 -0.9597  0.04
21 H -4.0614 2.5916 -5.7382  0.00
22 H -1.6571 2.1582 -6.0632  0.00
23 H -0.2603 1.4221 -4.1893  0.00
24 H -3.6746 1.5267 -1.6189  0.01
25 H -5.0817 2.2598 -3.5083  0.00
26 H -2.4892 3.2329 -0.4494  0.00
27 H -2.1202 5.0623 1.1185  0.00
28 H 0.0482 5.4613 2.0955  0.00
29 H 3.0038 4.6591 0.3151  0.00
30 H 2.6038 2.7090 -1.1804  0.00
31 H -3.2786 -0.9239 -3.0130  0.00
32 H -3.2564 -3.3730 -3.3009  0.00
33 H -1.5784 -4.7448 -2.1275  0.00
34 H 0.0951 -3.6957 -0.6585  0.00
35 C -1.6464 -1.2391 2.5881  0.01
36 C -1.0039 -2.3959 3.3486  0.00
37 C -0.1780 -1.8819 4.5310  0.00
38 C -0.1619 -3.3358 2.5112  0.04
39 C -0.4273 -4.6856 2.6375  0.00
40 C 0.3375 -5.6514 2.0073  0.00
41 C 1.4409 -5.2513 1.2783  0.00
42 C 1.7573 -3.9167 1.1064  0.04
43 C 3.0744 -3.5924 0.4371  0.00
44 C 2.9945 -2.6490 -0.7606  0.01
45 C 4.0347 -3.0331 1.4913  0.01
46 C 0.9221 -2.9027 1.6810  0.10
47 N 1.1762 -1.6126 1.4828  0.74
48 H -2.3900 -0.7494 3.2153  0.00
49 H -2.1386 -1.6003 1.6859  0.00
50 H -0.9060 -0.4945 2.3038  0.01
51 H -1.8238 -2.9980 3.7585  0.00
52 H 0.6586 -1.2881 4.1750  0.00
53 H 0.2119 -2.7163 5.1108  0.00
54 H -0.7926 -1.2631 5.1815  0.00
55 H -1.2608 -4.9972 3.2533  0.00
56 H 0.0956 -6.6990 2.1156  0.00
57 H 2.0763 -6.0033 0.8268  0.00
58 H 3.4874 -4.5422 0.0736  0.00
59 H 2.7708 -1.6347 -0.4363  0.01
60 H 2.2230 -2.9657 -1.4591  0.00
61 H 3.9497 -2.6379 -1.2833  0.00
62 H 3.6425 -2.0965 1.8817  0.00
63 H 5.0148 -2.8501 1.0550  0.00
64 H 4.1444 -3.7369 2.3149  0.00
65 N 2.0711 0.3840 2.8391  0.00
66 C 1.6515 1.4099 2.1351  0.00
67 N 1.1852 1.3006 0.9280  0.00
68 C 0.8403 2.5213 0.2966  0.01
69 C 0.4976 3.3029 -1.7174  0.03
70 C 0.0961 4.6828 -2.0898  0.00
71 C 0.2954 5.7080 -1.2706  0.01
72 C 0.9453 5.5440 0.0605  0.00
73 C 1.0922 3.7252 1.2346  0.00
74 S 1.7036 3.0629 2.7976  0.00
75 H 1.7834 -0.5745 2.4352  0.00
76 H 2.3907 0.5173 3.7825  0.00
77 H 0.6021 2.6611 -2.5931  0.01
78 H -0.3848 4.8189 -3.0461  0.00
79 H -0.0042 6.7062 -1.5512  0.00
80 H 1.3662 6.4892 0.4042  0.00

Its spin multiplicity is 3. The value obtained for the frontier orbital gap (alpha / beta) is 6.8 / 6.0 eV. The energy above the lowest of the compared OMol25 structures with the same formula, charge and spin is 135.5 kcal/mol. The value obtained for the calculated total energy is -2471.37954 Eh.

2.
ORCA calculation (wB97M-V/def2-TZVPD) on a molecular structure, C37H37CsN2O2SSi at a distorted geometry.

Last column: Löwdin charge in e.
Cartesian coordinates (Å):
1 Cs 0.6898 -0.6769 -0.3496  1.17
2 C -5.2176 -1.6096 -5.5443  -0.21
3 Si -3.9987 -0.5817 -4.5246  0.45
4 C -5.0609 0.2956 -3.2755  -0.20
5 C -3.2379 0.6012 -5.7409  -0.19
6 C -2.7995 -1.8065 -3.7986  -0.28
7 C -2.9015 -3.1524 -4.1000  -0.12
8 C -2.0103 -4.0782 -3.5593  -0.11
9 C -1.0395 -3.5792 -2.7149  -0.19
10 N -0.8947 -2.2930 -2.3968  -0.08
11 C -1.7482 -1.3788 -2.9240  -0.81
12 S -1.5445 0.3020 -2.5384  0.39
13 H -5.9573 -0.9421 -6.0006  0.02
14 H -5.7577 -2.3334 -4.9255  0.02
15 H -4.7224 -2.1574 -6.3524  0.02
16 H -5.8389 0.8712 -3.7910  0.02
17 H -4.4647 0.9606 -2.6493  0.00
18 H -5.5507 -0.4406 -2.6312  0.03
19 H -4.0205 1.1967 -6.2244  0.02
20 H -2.7073 0.0393 -6.5154  0.03
21 H -2.5256 1.2652 -5.2469  0.00
22 H -3.6858 -3.4982 -4.7658  0.08
23 H -2.0657 -5.1349 -3.7841  0.08
24 H -0.3196 -4.2578 -2.2629  0.10
25 C -4.6047 4.5816 3.0523  -0.06
26 C -3.9332 3.5909 3.9714  -0.24
27 C -4.5698 3.2240 5.1558  -0.09
28 C -3.9851 2.2906 5.9966  -0.11
29 C -2.7643 1.7205 5.6757  -0.04
30 C -2.1000 2.0969 4.5040  -0.19
31 N -0.9034 1.5346 4.0889  0.10
32 C 0.0312 0.8013 4.8122  -0.17
33 C 0.2285 0.9636 6.1892  -0.05
34 C 1.2103 0.2427 6.8520  -0.11
35 C 2.0185 -0.6511 6.1638  -0.11
36 C 1.8312 -0.8024 4.7961  -0.03
37 C 0.8612 -0.0915 4.1040  -0.06
38 C 0.7683 -0.2937 2.5900  -0.70
39 O 0.2402 0.6387 1.9059  -0.27
40 O 1.2403 -1.3490 2.1309  -0.25
41 C -2.6935 3.0414 3.6416  -0.16
42 C -1.9762 3.4040 2.3664  -0.02
43 H -5.5874 4.8510 3.4407  0.06
44 H -4.7383 4.1737 2.0486  0.08
45 H -4.0210 5.4997 2.9489  0.08
46 H -5.5312 3.6601 5.4024  0.09
47 H -4.4939 1.9834 6.9033  0.09
48 H -2.3434 0.9514 6.3049  0.10
49 H -0.6953 1.4840 3.0857  0.08
50 H -0.3659 1.6836 6.7323  0.10
51 H 1.3484 0.3952 7.9169  0.09
52 H 2.7858 -1.2141 6.6802  0.09
53 H 2.4346 -1.4920 4.2191  0.11
54 H -0.9115 3.5639 2.5488  0.09
55 H -2.3790 4.3074 1.9139  0.06
56 H -2.0394 2.6075 1.6182  0.10
57 C 7.0930 -4.6517 0.3227  -0.14
58 C 7.1905 -4.2102 -0.9978  -0.12
59 C 6.4457 -3.1303 -1.4430  -0.06
60 C 5.5761 -2.4496 -0.5864  -0.24
61 C 5.4844 -2.9020 0.7299  -0.06
62 C 6.2302 -3.9860 1.1833  -0.12
63 C 4.7722 -1.2773 -1.0302  -0.16
64 C 4.7633 -0.7708 -2.2537  -0.06
65 C 4.1400 0.3689 -2.8002  -0.30
66 C 4.6916 1.6737 -2.6376  -0.08
67 C 4.1660 2.7738 -3.2916  -0.15
68 C 3.0470 2.6726 -4.1188  -0.15
69 C 2.4540 1.4158 -4.2403  -0.13
70 C 2.9670 0.3030 -3.6007  -0.08
71 H 7.6762 -5.4973 0.6688  0.08
72 H 7.8575 -4.7182 -1.6871  0.08
73 H 6.5076 -2.7744 -2.4662  0.09
74 H 4.8083 -2.3893 1.4073  0.10
75 H 6.1322 -4.3109 2.2133  0.09
76 H 4.1609 -0.8597 -0.2112  0.08
77 H 5.5620 1.7828 -2.0009  0.09
78 H 4.6310 3.7437 -3.1371  0.08
79 H 2.6365 3.5388 -4.6214  0.07
80 H 1.5488 1.3023 -4.8272  0.09
81 H 2.4760 -0.6565 -3.7187  0.10

The value obtained for the frontier orbital gap is 4.6 eV. The energy above the lowest of the compared OMol25 structures with the same formula, charge and spin is 7.9 kcal/mol. The net charge is -2. The value obtained for the calculated total energy is -2400.05285 Eh.